No. 1
# C19H21N5S

The molecule C19H21N5S (ωB97M-V/def2-TZVPD, the OMol25 dataset).

```
46
Properties=species:S:1:pos:R:3:nbo_charge:R:1
C 0.23921 4.21631 3.01056 -0.624
C 0.52279 3.45004 1.75372 -0.024
C 1.60773 2.59422 1.65579 -0.205
C 1.85609 1.88925 0.49040 -0.232
C 1.00842 2.02358 -0.59645 -0.209
S 1.23598 1.13945 -2.11710 0.271
C 2.50439 -0.10558 -1.74070 -0.580
C 2.13044 -1.00438 -0.60688 0.478
N 3.06754 -1.21415 0.30337 -0.588
C 2.71168 -2.04442 1.29355 0.594
N 3.63317 -2.30347 2.23547 -0.778
N 1.52731 -2.63544 1.40012 -0.587
C 0.66005 -2.34044 0.42761 0.615
N -0.54253 -2.93816 0.51703 -0.580
C -1.59838 -2.84753 -0.41192 0.138
C -2.09239 -4.02550 -0.96268 -0.221
C -3.13438 -3.99497 -1.86895 -0.215
C -3.69113 -2.77942 -2.22834 -0.212
C -3.21900 -1.61207 -1.65792 -0.193
C -2.18108 -1.61942 -0.73391 -0.007
C -1.72824 -0.34842 -0.09445 -0.641
N 0.92049 -1.52831 -0.60179 -0.577
C -0.08621 2.89544 -0.52910 0.073
C -0.98128 3.07213 -1.71417 -0.659
C -0.30753 3.58923 0.64655 -0.234
H -0.72706 3.92580 3.42227 0.217
H 1.00463 4.03136 3.76010 0.213
H 0.20463 5.28540 2.80441 0.217
H 2.27659 2.47163 2.49585 0.206
H 2.71316 1.23701 0.44854 0.224
H 2.56556 -0.68849 -2.66120 0.259
H 3.46368 0.37348 -1.54704 0.240
H 3.38380 -2.87423 3.02135 0.406
H 4.51428 -1.82604 2.19653 0.407
H -0.58133 -3.68566 1.19596 0.412
H -1.64456 -4.96763 -0.67870 0.210
H -3.50623 -4.91474 -2.29502 0.213
H -4.50066 -2.74342 -2.94199 0.212
H -3.67277 -0.66769 -1.92225 0.208
H -2.49020 0.42189 -0.18182 0.210
H -1.49666 -0.50352 0.95813 0.218
H -0.81935 0.00021 -0.58090 0.252
H -0.42399 3.51763 -2.53798 0.224
H -1.82592 3.71210 -1.47231 0.216
H -1.34752 2.10631 -2.05972 0.228
H -1.15321 4.26062 0.70599 0.203
```

Computed properties:
F_max = 0.73 eV/A
energy = -38331.956 eV

***

No. 2
# C60H42Cl5FGeO5P3STl

A structure of composition C60H42Cl5FGeO5P3STl (ωB97M-V/def2-TZVPD, the OMol25 dataset).

```
119
Properties=species:S:1:pos:R:3:mulliken_charge:R:1
Tl -1.83120 1.03006 1.48667 1.714
F 4.13585 -2.83693 -0.55910 -0.560
Ge 2.92691 -1.63334 0.00034 1.921
C 3.20820 -0.47769 -1.61825 -0.598
C 4.40598 -0.84891 -2.24505 -0.521
C 4.88558 -0.17916 -3.36189 -0.966
C 4.17317 0.88223 -3.89286 -0.854
C 2.98910 1.26419 -3.28774 -0.487
C 2.48925 0.61215 -2.15300 0.464
P 0.91235 1.27039 -1.48254 1.982
C -0.27562 0.90713 -2.84533 1.378
C -1.61161 1.29265 -2.66942 -1.460
C -2.54416 1.10995 -3.68002 -0.991
C -2.17068 0.49365 -4.86588 -0.920
C -0.87414 0.02563 -5.01520 -1.007
C 0.06858 0.22712 -4.01421 -0.851
C 1.15686 3.12160 -1.62203 0.185
C 0.06489 3.83846 -1.87886 -1.553
C -0.37777 5.20523 -1.41302 -0.100
C 0.24668 5.87008 -0.21703 -1.175
C 1.19840 5.48235 0.61194 -0.910
C 2.08802 4.27769 0.50855 -0.026
C 1.74416 -3.10211 0.58903 -0.547
C 2.43452 -3.91269 1.50366 -0.795
C 1.92859 -5.13891 1.89277 -0.858
C 0.74121 -5.60216 1.33505 -1.080
C 0.04661 -4.79386 0.45798 -0.031
C 0.51795 -3.52297 0.09885 0.263
P -0.61806 -2.38736 -0.80451 2.460
C -1.01494 -3.36408 -2.30435 0.560
C -0.18870 -4.38900 -2.76718 -0.974
C -0.48255 -5.05087 -3.95308 -0.651
C -1.60939 -4.70602 -4.68620 -0.682
C -2.42460 -3.67173 -4.24712 -0.899
C -2.11863 -2.99370 -3.07616 -0.475
C -2.08540 -2.61717 0.30344 0.222
C -1.88496 -2.29632 1.65008 -0.446
C -2.93452 -2.30787 2.55438 -0.320
C -4.21109 -2.66011 2.13250 -0.716
C -4.41281 -3.02333 0.81184 -0.639
C -3.36041 -2.99573 -0.09888 -0.488
C 3.97556 -1.13426 1.61577 -0.372
C 5.23018 -1.70458 1.81476 -0.079
C 5.88415 -1.54553 3.03249 -0.884
C 5.29858 -0.81532 4.05807 -0.736
C 4.06583 -0.20568 3.86030 -0.531
C 3.41656 -0.35244 2.63904 -0.026
P 1.84328 0.42472 2.18408 1.690
C 1.04970 0.94773 3.73687 0.220
C 0.18938 0.00597 4.30471 -0.346
C -0.53450 0.30991 5.44667 -0.515
C -0.41724 1.56764 6.02399 -0.715
C 0.44042 2.50740 5.47116 -0.741
C 1.17630 2.19820 4.33508 -0.094
C 2.49971 1.98839 1.43240 0.156
C 1.63208 3.02294 1.18054 -0.639
C 2.34112 3.88140 -0.94968 -0.476
C 3.70205 3.29727 -1.08895 -0.738
C 4.39559 2.61755 -0.14027 -1.315
C 3.83202 1.99428 0.98752 -0.664
H 4.96758 -1.68906 -1.86297 0.577
H 5.80993 -0.50443 -3.82372 0.429
H 4.52900 1.39880 -4.77705 0.455
H 2.41049 2.08185 -3.70833 0.529
H -1.92277 1.75375 -1.73529 0.880
H -3.56411 1.44415 -3.52675 0.611
H -2.89468 0.35296 -5.65962 0.423
H -0.58867 -0.51025 -5.91252 0.442
H 1.07191 -0.14400 -4.16693 0.434
H -0.74400 3.35677 -2.41058 1.172
H -0.34273 5.89319 -2.25680 0.482
H -0.28351 6.78348 0.03180 0.356
H 1.39024 6.11642 1.47277 0.390
H 3.05616 4.55917 0.93424 0.981
H 3.38154 -3.59024 1.91025 0.388
H 2.46832 -5.73758 2.61798 0.425
H 0.35519 -6.58081 1.59700 0.410
H -0.89236 -5.14137 0.04368 0.528
H 0.68790 -4.67524 -2.19936 0.415
H 0.16959 -5.84328 -4.30201 0.431
H -1.84951 -5.23958 -5.59829 0.392
H -3.29442 -3.38221 -4.82558 0.469
H -2.73679 -2.15918 -2.76297 0.586
H -0.88172 -2.06651 2.00043 -0.047
H -2.75972 -2.03039 3.58798 0.479
H -5.03766 -2.65654 2.83194 0.421
H -5.39964 -3.31872 0.47714 0.419
H -3.55158 -3.28508 -1.12232 0.405
H 5.67392 -2.30736 1.03179 0.487
H 6.84583 -2.02038 3.18910 0.400
H 5.80417 -0.71567 5.01136 0.414
H 3.60983 0.38363 4.64904 0.459
H 0.08216 -0.97072 3.84180 0.075
H -1.20908 -0.42211 5.87199 0.457
H -1.00336 1.82000 6.89784 0.409
H 0.52919 3.48950 5.91815 0.441
H 1.84391 2.94320 3.91835 0.368
H 0.58083 2.96059 1.46754 0.432
H 2.38779 4.82956 -1.49175 0.974
H 4.21177 3.48800 -2.02793 0.452
H 5.42999 2.37274 -0.35384 0.437
H 4.49866 1.30168 1.48839 0.734
O -2.12206 5.18572 1.25856 -0.678
S -2.35217 4.31483 0.13404 1.381
O -1.78538 5.10816 -1.18043 -0.535
O -1.45292 3.12331 0.17530 -0.800
O -3.69615 4.06014 -0.26797 -0.683
Cl -8.91093 -0.56987 -1.04033 -0.216
C -7.51441 -0.04095 -0.16695 0.159
C -6.26352 -0.01036 -0.77171 0.226
Cl -6.09437 -0.52622 -2.41577 -0.206
C -5.14929 0.41929 -0.06572 -0.253
Cl -3.59730 0.45032 -0.83380 0.653
C -5.19643 0.83402 1.29176 -0.319
O -4.18092 1.19438 1.98094 -1.003
C -6.49786 0.78705 1.86785 0.347
Cl -6.61521 1.26334 3.52490 -0.201
C -7.61348 0.36021 1.16801 0.145
Cl -9.14960 0.30378 1.95265 -0.202
```

Computed properties:
F_max = 0.73 eV/A
ΔE to the lowest compared entry with this formula, charge and spin = 462.35 kJ/mol

***

No. 3
# C22H65Br3ClFN2O17P

A structure of composition C22H65Br3ClFN2O17P (ωB97M-V/def2-TZVPD, the OMol25 dataset).

```
112
Properties=species:S:1:pos:R:3:mulliken_charge:R:1
C -2.20003 0.51350 -3.77222 -0.319
O -2.28831 1.45131 -2.72145 -0.218
C -1.16570 2.08770 -2.30961 -1.591
N -0.27706 1.41536 -1.21765 1.043
C -1.21233 0.73170 -0.25351 -0.438
C -2.23761 1.60877 0.47119 -1.905
C -3.68630 1.08242 0.42325 0.635
C -4.56463 1.82118 -0.59734 -1.335
C -4.29185 1.29502 1.80724 -1.834
C 0.34423 2.63352 -0.52761 -0.045
C 0.69692 3.82034 -1.42437 -2.946
O 1.53655 3.53749 -2.52433 0.466
C 1.82912 4.66071 -3.25117 0.682
C 2.53431 4.35652 -4.51827 -1.183
O 1.48725 5.80261 -2.84762 -0.589
C 1.34514 2.29481 0.57007 -0.613
C 1.50583 3.52138 1.48970 -1.654
C 0.95377 3.37850 2.92497 1.561
C 2.04389 3.26083 4.00207 -1.655
C 0.11732 4.60451 3.22745 -2.278
C 2.60064 1.57545 0.09471 0.788
Br 3.49476 1.07283 1.78311 -0.035
P 4.17236 2.52419 -0.54170 -0.019
O 3.48682 3.97044 -0.72332 -0.428
Br 4.49526 2.02863 -2.70017 -0.143
C 2.08578 0.29694 -0.66326 0.056
F 3.11424 -0.24639 -1.38044 -0.381
Br 1.61236 -1.08759 0.65486 0.011
C 0.79745 0.33672 -1.71917 0.541
Cl 1.48283 0.87213 -3.30221 -0.157
N 0.34215 -0.95054 -1.82865 1.058
C 0.71671 -1.96538 -2.56039 0.281
C 0.24597 -2.26883 -3.92153 -1.397
C 1.54818 -3.01511 -1.92268 -1.522
H -3.06976 0.60327 -4.40847 0.239
H -2.23314 -0.47291 -3.35511 -0.057
H -1.30014 0.62640 -4.36519 0.327
H -0.52251 2.40648 -3.11818 0.928
H -1.52757 2.96586 -1.79634 0.246
H -0.60104 0.22982 0.47896 0.553
H -1.72150 -0.03992 -0.79559 1.234
H -1.93577 1.62907 1.51098 -0.264
H -2.25030 2.64685 0.15821 1.089
H -3.67242 0.01415 0.23105 0.335
H -5.49599 2.11236 -0.13036 0.495
H -4.06949 2.72076 -0.94341 0.204
H -4.81662 1.23680 -1.46308 0.262
H -3.74529 0.77816 2.58315 0.331
H -4.30179 2.35661 2.03351 0.411
H -5.32742 0.97561 1.81184 0.536
H -0.46640 3.08144 0.03649 0.215
H -0.19966 4.30573 -1.78701 1.236
H 1.15405 4.55818 -0.78453 0.567
H 1.98067 4.83962 -5.31435 0.371
H 2.62331 3.30035 -4.71274 0.179
H 3.51648 4.80833 -4.46133 0.315
H 0.86850 1.53902 1.18719 0.916
H 2.54384 3.81064 1.57198 0.736
H 1.00310 4.36800 1.04330 0.276
H 0.27958 2.53143 2.98926 0.064
H 1.87208 3.96478 4.80577 0.407
H 3.03012 3.44915 3.59818 0.291
H 2.07923 2.26814 4.43416 0.365
H -0.75252 4.66867 2.58067 0.336
H 0.71009 5.50642 3.12168 0.458
H -0.24014 4.58459 4.25225 0.697
H 3.99781 4.61586 -0.23307 0.407
H 0.53409 -1.49351 -4.62745 0.256
H 0.62314 -3.21115 -4.27633 0.706
H -0.83518 -2.33627 -3.92570 0.183
H 2.59241 -2.72550 -2.02775 0.277
H 1.41619 -3.97150 -2.40895 0.665
H 1.30781 -3.12796 -0.87457 0.099
O -1.83962 -2.77360 -0.35612 -0.795
H -1.17855 -3.23480 0.17290 0.329
H -1.31751 -2.26826 -1.00123 0.305
O 0.69833 -3.96306 2.32916 -0.665
H 0.85488 -3.05745 2.05679 0.151
H 1.38257 -4.47848 1.88789 0.331
O -0.52350 -4.12585 -6.23524 -0.582
H -0.01330 -4.28155 -7.03488 0.291
H -1.19057 -4.81746 -6.24369 0.288
O -3.34048 -3.08794 -2.70099 -0.584
H -3.04007 -3.16251 -1.78700 0.318
H -3.76350 -3.92855 -2.90310 0.270
O -2.03617 2.18853 3.88080 -0.547
H -1.51174 2.84955 4.34141 0.245
H -1.90917 1.38396 4.39212 0.296
O 7.40779 0.63431 -4.26586 -0.639
H 6.54719 0.83824 -3.89112 0.248
H 8.03683 1.07369 -3.68980 0.311
O 0.13997 -4.33671 5.58039 -0.658
H 0.61715 -4.39476 4.74239 0.347
H -0.49108 -5.06447 5.56335 0.323
O -6.02671 -0.04859 -3.70297 -0.619
H -5.38420 -0.59088 -3.22793 0.293
H -5.49486 0.51797 -4.26335 0.331
O -1.53697 -5.48876 0.24964 -0.628
H -2.34984 -5.13687 0.62031 0.312
H -0.88156 -5.43335 0.95884 0.358
O 2.84699 -5.19571 5.29791 -0.627
H 3.15088 -6.08267 5.50394 0.319
H 2.16055 -5.00130 5.94698 0.320
O 0.96037 -6.87292 1.15888 -0.591
H 1.43787 -6.92578 0.32746 0.300
H 0.31456 -7.58323 1.10893 0.304
O -2.75190 -4.83544 5.93998 -0.626
H -2.85707 -4.13239 5.29598 0.307
H -3.06438 -4.45877 6.76560 0.322
O 3.37657 -3.93697 8.35357 -0.624
H 3.99588 -4.00240 7.62198 0.337
H 2.51571 -4.06589 7.95217 0.299
```

Computed properties:
F_max = 4.19 eV/A
energy = -296303.896 eV
charge = +1

***

No. 4
# C24H28N2O3S

The molecule C24H28N2O3S (ωB97M-V/def2-TZVPD, the OMol25 dataset).

```
58
Properties=species:S:1:pos:R:3:nbo_charge:R:1
C 0.35160 3.78985 0.24313 -0.767
S 0.72443 2.74017 -1.20687 0.338
C 2.45863 2.57039 -1.10650 -0.130
C 3.24763 3.44875 -0.36738 -0.246
C 4.61647 3.29858 -0.32574 -0.155
C 5.23578 2.26985 -1.02376 -0.247
C 4.46916 1.38387 -1.74726 -0.174
C 3.08028 1.51178 -1.79961 -0.119
C 2.20289 0.57596 -2.50239 0.576
O 1.06948 0.90983 -2.80205 -0.558
C 2.71581 -0.83664 -2.74941 -0.322
C 1.73302 -1.67486 -3.57571 -0.397
C 0.45624 -1.98795 -2.79505 -0.420
C 0.79132 -2.59475 -1.43195 -0.215
N 1.69055 -1.72176 -0.71268 -0.446
C 1.29799 -0.81761 0.22099 0.682
O 2.04368 0.05399 0.63428 -0.625
C -0.08768 -0.98533 0.75334 -0.183
C -1.07558 -0.07209 0.40323 -0.124
C -2.34443 -0.17607 0.93131 -0.257
C -2.67466 -1.19651 1.83080 0.187
N -3.94458 -1.23531 2.39366 -0.439
C -4.22306 -2.11224 3.51075 -0.246
C -5.42499 -1.55332 4.28160 -0.070
O -6.55887 -1.40893 3.46081 -0.521
C -6.27495 -0.55485 2.37728 -0.073
C -5.11239 -1.09722 1.54476 -0.239
C -1.67131 -2.10480 2.18048 -0.279
C -0.39885 -1.99579 1.65273 -0.166
C 2.95063 -1.52231 -1.38977 -0.222
H 0.82994 3.37365 1.12343 0.229
H 0.65197 4.81913 0.07226 0.211
H -0.72725 3.74482 0.35614 0.230
H 2.79636 4.26606 0.17020 0.218
H 5.20997 3.99501 0.24825 0.213
H 6.30984 2.16528 -0.99817 0.215
H 4.95560 0.59312 -2.29825 0.208
H 3.66862 -0.77306 -3.28350 0.228
H 2.22649 -2.60884 -3.85909 0.200
H 1.47514 -1.13439 -4.48782 0.224
H -0.10582 -1.06635 -2.64414 0.233
H -0.16464 -2.68230 -3.36333 0.209
H 1.29251 -3.56173 -1.56217 0.187
H -0.11698 -2.74705 -0.84859 0.230
H -0.84115 0.72358 -0.28804 0.226
H -3.08397 0.56075 0.65764 0.208
H -3.36464 -2.13418 4.18242 0.215
H -4.45315 -3.13705 3.17594 0.177
H -5.71285 -2.23327 5.08517 0.195
H -5.14978 -0.57720 4.71016 0.166
H -7.18701 -0.50166 1.78063 0.195
H -6.01993 0.44924 2.74943 0.165
H -4.90506 -0.42446 0.71538 0.214
H -5.40242 -2.07994 1.13607 0.178
H -1.87902 -2.91638 2.86004 0.214
H 0.36054 -2.70937 1.94024 0.215
H 3.42233 -2.49830 -1.54713 0.200
H 3.58293 -0.90945 -0.74459 0.252
```

Computed properties:
F_max = 1.15 eV/A
ΔE to the lowest compared entry with this formula, charge and spin = 70.30 kJ/mol

***

Among the records above, which one has the highest F_max? C22H65Br3ClFN2O17P